Formula: C20H29BF2NO3PPdS2Sb
Source: the OMol25 dataset
Level of theory: ωB97M-V with the def2-TZVPD basis set

The geometry in XYZ format:
```
61
Properties=species:S:1:pos:R:3:nbo_charge:R:1
C -1.24077 -0.80659 2.50457 -0.214
H 2.21462 1.19857 -5.42387 0.220
C 1.50093 0.86972 3.75762 -0.145
H -4.77213 -0.55367 -1.81690 0.205
C 2.02006 0.34672 -4.76429 -0.754
N 2.22023 -1.02857 -0.41407 -0.831
H -1.43742 -0.21535 -4.48335 0.223
H 1.21685 -0.25942 -5.18291 0.239
H -1.36425 1.11656 -3.30370 0.234
C -3.29041 -2.50887 -3.41059 -0.987
H 1.49155 2.32020 -1.41203 0.236
C -3.12313 -1.13913 3.94940 -0.223
C 1.66774 0.85230 -3.39026 0.242
C -3.36412 0.22414 3.95061 -0.234
C -2.52294 1.07555 3.25858 -0.146
P -0.27716 1.72293 1.72449 1.068
C 2.66296 3.37518 4.00722 -0.210
H 3.10622 -2.81752 -1.01443 0.227
H 3.09952 -0.59080 -0.66767 0.377
C 2.62699 1.03211 4.53703 -0.242
H -2.62366 -3.00814 -4.10322 0.222
H -1.89914 -2.72081 3.17732 0.213
H 2.93171 -0.25859 -4.72588 0.240
H -3.83049 -3.24862 -2.83234 0.207
H 1.03895 -0.10424 3.66444 0.216
S -0.76215 0.86815 -0.43065 -0.710
H 1.10077 4.05711 2.70683 0.253
H -3.76910 -1.79892 4.51117 0.202
Pd 0.48785 -0.25188 -2.15831 0.285
C 2.55851 2.22375 -1.65296 -0.260
H 4.12114 2.40019 5.23933 0.205
O 2.75612 1.47265 -2.83307 -0.527
H -0.44653 -1.21172 1.89319 0.222
C 1.54225 3.21508 3.22221 -0.194
H 3.11906 4.35194 4.11033 0.207
C 1.04802 -3.18005 -0.55788 0.807
C -1.43772 0.56728 2.55845 -0.380
H -4.20611 0.62209 4.50263 0.203
B 0.96665 -2.11809 -2.80396 1.158
H -2.70675 2.14099 3.24109 0.231
H 2.99549 3.21656 -1.79554 0.180
C -2.07374 -1.65590 3.20814 -0.208
C 2.38042 -2.47099 -0.27295 -0.341
C -3.91673 -0.26449 -1.21840 -0.980
H 3.05921 0.17903 5.04677 0.209
O 0.49704 -2.94366 -1.73730 -0.701
H -4.08058 -0.56997 -0.19045 0.220
C -1.95567 0.26208 -3.65096 -0.997
O 0.51949 -3.90277 0.25655 -0.599
H -3.79381 0.81258 -1.25226 0.233
H 1.86978 -0.60506 0.44657 0.386
C 0.93532 1.96356 3.09655 -0.366
C 3.21958 2.28187 4.65628 -0.206
F 2.27018 -2.28145 -3.19341 -0.544
S -1.16603 3.46148 1.40882 -0.667
H 3.06569 1.74046 -0.81178 0.169
F 0.10975 -2.19358 -3.89068 -0.543
H 2.71300 -2.76647 0.73215 0.194
H -3.99946 -1.88823 -3.94954 0.203
Sb -2.13464 -1.20973 -2.05036 1.068
H -2.93906 0.60243 -3.97239 0.205
```

E_tot ... -75934.2816 eV
Maximum force ... 3.41 eV Å⁻¹
Charge ... -1
2S+1 ... 1

Formula: C20H29Br30ClIN4OS
Source: the OMol25 dataset
Level of theory: ωB97M-V with the def2-TZVPD basis set

The geometry in XYZ format:
```
87
Properties=species:S:1:pos:R:3:mulliken_charge:R:1
Br 8.00966 2.24051 0.32261 -0.006
H -1.72892 -5.74326 -1.25345 -0.069
Br -1.93567 7.38624 -3.55930 -0.022
H 2.74591 -2.62004 -4.70220 0.409
H 3.38150 2.98216 1.62339 0.303
H 2.83463 3.51126 -0.17243 0.231
H -5.32892 3.18941 -0.34996 0.401
C -4.58840 2.46794 -0.71067 -0.439
H -4.91896 -5.99604 1.56238 0.418
N 1.44689 -0.39223 -4.01704 -0.744
H 7.68104 1.72053 2.74105 0.377
H 1.37774 -6.38687 3.70178 0.351
Br -3.23357 2.30341 0.67556 0.079
H -3.10602 -3.00609 -0.98474 0.079
C -1.32925 2.68198 4.40750 -0.407
N 4.07710 -0.50974 -1.39582 -0.077
C -1.37267 -1.37297 -2.07376 -0.316
Br -3.75589 -10.95643 -3.08340 -0.047
H 3.61737 -1.15996 -5.52643 0.326
H -5.22945 -8.94375 -3.15333 0.154
H -1.95042 -0.38847 -4.06865 0.252
Br 0.58021 7.00149 5.79533 0.002
H -0.69370 1.73034 -1.82645 0.214
Br -2.99944 -4.41097 1.73617 -0.013
H 4.18373 -4.31606 -4.10437 0.277
Br 1.75277 -4.06819 2.85904 0.037
Br 0.36643 -6.62927 -0.22794 0.051
O 4.71378 -2.22055 -3.97863 -0.385
C 0.88405 0.44839 -2.88552 -0.012
Br -3.85170 3.18722 -2.36118 -0.015
S -2.85781 -2.55042 -2.30619 -0.159
H -2.71624 0.42962 -2.45551 -0.073
Br -4.59034 -5.47606 -0.85605 -0.031
C -5.13773 -9.80466 -3.82374 -0.119
N 1.77158 0.58905 -1.66566 -0.091
Br -5.71727 6.06701 5.64632 -0.029
C 2.29225 -5.80281 3.55490 -0.333
Br -5.52753 0.79045 -1.00772 -0.031
H -2.80543 8.55904 -1.53563 0.336
H 2.12830 1.91691 0.67159 0.041
C 3.08000 2.61511 0.54908 -0.708
Br -4.64249 -9.11223 -5.57290 0.008
Br -0.46789 2.83510 6.14499 -0.093
Br -3.01679 6.19426 -0.76733 0.051
H 4.91316 -1.07262 -1.65346 0.345
Br -1.92753 -8.14222 -1.91122 0.065
Br 9.60056 3.30560 2.91484 -0.036
I 0.52564 -0.82014 -5.83800 0.361
Br -5.03755 6.59430 8.75191 -0.027
Br -3.01979 4.86119 6.93264 0.066
C 4.36623 -3.49006 -3.27456 -0.605
Br -2.11727 8.20731 4.50901 -0.067
Br 6.44508 3.88443 2.61048 0.008
Br -1.86874 4.41660 3.71164 0.198
N 2.68433 -0.79106 -3.53067 0.925
Br 3.15362 -5.64970 5.29239 -0.041
C -0.98840 -6.46474 -1.61417 0.034
C 4.11792 0.13944 0.00297 -0.204
Br -6.87210 -10.68503 -3.85821 -0.023
H -0.77483 1.91596 -3.77144 0.289
C -0.71219 8.45499 5.83138 -0.294
C -4.69681 -5.05908 1.04106 -0.364
H -2.24376 2.09792 4.55437 0.432
C -1.73487 -0.03237 -2.95402 -0.247
C 4.34780 1.77522 -0.06979 0.827
Br -6.15492 -3.83214 1.43182 -0.002
Cl 5.63884 -0.56071 0.88166 -0.196
H -0.43665 -1.96941 -2.44603 0.153
C -3.13539 7.65102 -2.05105 -0.349
H 3.36879 -3.39816 -2.64758 0.290
Br -0.22801 1.70314 3.13731 -0.080
C 7.90319 2.65749 2.21973 -0.336
Br -0.25170 -5.74546 -3.26468 -0.013
H 5.28150 -3.75666 -2.59361 0.262
C 3.44524 -1.68014 -4.47801 -0.589
C 2.96404 -0.25784 -2.14736 0.001
Br 3.39350 -6.78166 2.28471 -0.037
H -1.20441 -1.11727 -0.93329 0.320
H 5.31950 2.02462 0.56861 -0.874
C -4.31219 6.31469 6.96869 -0.046
C -0.59614 1.16134 -2.86948 -0.339
Br -1.43755 8.73460 7.61459 -0.002
H -0.17367 9.36850 5.55841 0.355
H 4.58654 2.01852 -1.20367 0.301
Br -4.96719 7.95956 -2.62862 -0.004
H 3.18751 -0.14858 0.65930 0.372
H -3.77367 7.22820 6.69572 -0.007
```

E_tot ... -2161933.8219 eV
Maximum force ... 8.34 eV Å⁻¹
Charge ... +1
2S+1 ... 1

Formula: C20H29BrN5OSY
Source: the OMol25 dataset
Level of theory: ωB97M-V with the def2-TZVPD basis set

The geometry in XYZ format:
```
58
Properties=species:S:1:pos:R:3:nbo_charge:R:1
C 5.06741 2.04679 -2.28603 -0.414
H -1.88268 1.55467 -3.43189 0.217
H 2.00004 -2.34218 -2.30978 0.205
H 4.40889 -1.84956 -4.90043 0.222
C -0.65542 2.94939 -1.48995 -0.425
H 5.37758 -1.41010 -3.47686 0.224
H -0.68929 3.39243 -0.49558 0.217
H 1.22506 -0.98654 -3.16172 0.236
H -2.57758 -0.34122 -4.67707 0.222
C -2.43628 -2.36567 -3.98717 -0.176
H 6.09806 2.22214 -2.58631 0.229
C -1.45714 -0.48544 -2.84782 -0.063
N 4.55490 0.93078 -3.07878 -0.390
C -1.15573 1.00020 -2.82854 -0.255
H 4.20055 0.90738 5.60764 0.509
H 4.31372 -2.81898 -3.42529 0.225
N 3.32150 -1.00006 -3.27908 -0.402
C 2.83669 0.93689 4.25852 0.411
C 3.45928 0.04800 3.37555 -0.311
C 4.42379 -1.80591 -3.81174 -0.413
S 2.56645 0.77246 -1.36104 -0.382
H -2.15740 -4.27219 -3.04664 0.229
N 1.63323 0.23705 1.84034 -0.624
C -2.54592 1.56018 -0.93577 -0.429
O 3.34356 1.31397 5.42190 -0.603
H 6.01741 0.46562 -4.55569 0.222
C 2.04805 -1.69280 -3.18922 -0.405
H 4.42139 -0.38742 3.61020 0.249
H 4.48612 2.95306 -2.46333 0.219
N -1.37586 -2.47280 2.18113 -0.558
H 5.04391 1.80841 -1.22739 0.228
C -0.89616 -1.74860 1.42802 0.245
H 3.29477 -0.93554 1.48478 0.225
C 5.02812 0.91350 -4.46795 -0.415
C 1.59506 1.47765 3.90213 -0.317
H -2.93710 0.54368 -0.91508 0.238
H 1.92608 -2.31709 -4.07330 0.238
C 2.83000 -0.26397 2.19497 0.090
N -1.15664 1.56101 -1.44507 -0.543
H -3.18566 2.16511 -1.58504 0.221
C -1.24777 -2.68110 -1.92502 -0.140
H 5.08405 1.94550 -4.81151 0.230
Br -0.60915 1.76618 2.11730 0.180
C -2.19096 -1.00143 -3.90871 -0.208
H 1.08950 2.17424 4.55458 0.273
H -1.27086 3.55647 -2.16002 0.216
C 3.53410 0.17209 -2.67616 0.437
C -0.96245 -1.31321 -1.81729 -0.696
H -1.82901 -3.09214 2.82951 0.484
H -0.16757 1.20471 -3.25395 0.220
C 1.07654 1.08177 2.70169 0.183
H -3.00787 -2.76514 -4.81405 0.234
H 0.37285 2.95892 -1.85079 0.226
H -0.90646 -3.37096 -1.15712 0.190
H -2.58303 1.99028 0.06420 0.207
Y 0.20728 -0.08618 -0.25979 1.776
C -1.96109 -3.20919 -2.99348 -0.228
H 4.32567 0.37860 -5.09988 0.222
```

E_tot ... -112616.8705 eV
Maximum force ... 0.66 eV Å⁻¹
Charge ... +2
2S+1 ... 1

Number 1: frontier orbital gap 5.528 eV. Number 2: frontier orbital gap 6.361 eV. Number 3: frontier orbital gap 8.427 eV.